Record 1
{
  "formula": "C2H5NO",
  "method": "ωB97M-V/def2-TZVPD",
  "species": ["C", "N", "C", "O", "H", "H", "H", "H", "H"],
  "xyz": [[-0.491, 0.170, -0.062], [-0.735, -1.132, -0.022], [0.865, 0.750, 0.115], [1.008, 1.698, 0.968], [0.014, -1.767, 0.226], [-1.661, -1.507, -0.176], [1.662, -0.037, 0.023], [-1.334, 0.853, 0.012], [0.672, 0.972, -1.083]],
  "gap_ev": 8.06,
  "relative_energy_kj_mol": 358.2,
  "lumo_energy_ev": 0.2319
}



Record 2
{
  "formula": "C14H5ClF9N6O6PtS5",
  "method": "ωB97M-V/def2-TZVPD",
  "species": ["Pt", "F", "C", "F", "F", "S", "O", "O", "N", "S", "O", "O", "C", "F", "F", "F", "F", "C", "F", "F", "C", "O", "O", "S", "C", "S", "C", "N", "N", "C", "C", "C", "C", "C", "C", "S", "H", "H", "H", "H", "H", "Cl", "N", "C", "N", "C", "N"],
  "xyz": [[-0.039, -0.378, -0.437], [2.101, -2.176, 4.434], [2.179, -2.175, 3.109], [1.781, -3.352, 2.646], [3.434, -1.957, 2.741], [1.119, -0.818, 2.451], [1.315, -1.022, 0.992], [1.618, 0.378, 3.025], [-0.305, -1.207, 2.942], [-1.588, -1.614, 2.154], [-2.773, -1.186, 2.804], [-1.515, -1.392, 0.701], [-1.607, -3.457, 2.229], [-0.621, -3.951, 1.488], [-2.767, -3.902, 1.768], [-1.451, -3.859, 3.487], [-2.553, 0.848, -4.199], [-3.215, 0.580, -3.064], [-4.365, -0.008, -3.391], [-3.501, 1.743, -2.468], [-2.372, -0.336, -2.134], [-2.751, -1.432, -1.833], [-1.281, 0.305, -1.810], [1.459, -0.816, -6.980], [1.456, -1.361, -5.422], [0.081, -1.311, -4.361], [1.039, -1.973, -3.071], [2.248, -2.251, -3.405], [2.474, -1.929, -4.714], [3.814, -2.105, -5.179], [4.064, -2.730, -6.390], [5.377, -2.898, -6.802], [6.425, -2.453, -6.008], [6.160, -1.838, -4.793], [4.851, -1.658, -4.374], [0.399, -2.394, -1.504], [3.241, -3.068, -7.001], [5.580, -3.382, -7.748], [7.448, -2.587, -6.336], [6.972, -1.490, -4.169], [4.622, -1.186, -3.428], [1.599, 0.685, -1.560], [0.916, 4.432, 3.426], [0.191, 3.637, 3.002], [-0.724, 2.783, 2.568], [-0.530, 2.011, 1.585], [-0.475, 1.322, 0.639]],
  "gap_ev": 6.69,
  "relative_energy_kj_mol": 0.0,
  "lumo_energy_ev": 0.4530,
  "charge": -1
}



Record 3
{
  "formula": "C40H34Br2GeN3O2PS5Tc",
  "method": "ωB97M-V/def2-TZVPD",
  "species": ["Tc", "S", "C", "S", "C", "C", "S", "S", "S", "Br", "C", "C", "C", "Br", "C", "C", "C", "C", "N", "C", "C", "O", "H", "H", "H", "H", "N", "C", "N", "O", "H", "H", "H", "H", "C", "Ge", "C", "C", "C", "C", "C", "C", "C", "C", "C", "C", "C", "C", "C", "C", "C", "C", "C", "C", "H", "H", "H", "H", "H", "H", "H", "H", "H", "H", "H", "H", "H", "H", "H", "C", "P", "C", "C", "C", "C", "C", "C", "C", "H", "H", "H", "H", "H", "H", "H", "H", "H", "H", "H"],
  "xyz": [[-0.255, -0.566, -0.267], [1.091, -7.709, 1.884], [0.765, -6.228, 1.185], [1.676, -5.532, -0.112], [0.775, -4.026, -0.319], [-0.276, -3.889, 0.548], [-1.387, -2.569, 0.621], [-0.527, -5.190, 1.693], [1.322, -2.876, -1.437], [3.538, 1.199, -3.367], [1.754, 0.676, -3.803], [1.353, 0.727, -5.122], [0.076, 0.312, -5.451], [-0.437, 0.425, -7.292], [-0.843, -0.182, -4.507], [-2.152, -0.618, -4.773], [-2.916, -1.113, -3.699], [-2.411, -1.136, -2.433], [-1.166, -0.682, -2.140], [-0.386, -0.231, -3.163], [0.903, 0.214, -2.786], [1.249, 0.165, -1.517], [2.036, 1.078, -5.883], [-2.540, -0.589, -5.780], [-3.923, -1.475, -3.859], [-2.973, -1.535, -1.598], [0.646, 4.856, -0.987], [0.561, 3.470, -1.021], [1.741, 2.798, -0.982], [-0.512, 2.898, -1.058], [1.455, 5.233, -0.520], [-0.228, 5.276, -0.704], [2.557, 3.236, -1.378], [1.640, 1.790, -1.146], [-1.290, 0.511, 0.583], [-2.770, 1.620, 1.076], [-3.927, 1.875, -0.483], [-3.389, 2.433, -1.638], [-4.170, 2.581, -2.770], [-5.494, 2.169, -2.762], [-6.034, 1.603, -1.619], [-5.251, 1.453, -0.487], [-2.201, 3.419, 1.679], [-1.287, 3.562, 2.714], [-0.935, 4.811, 3.199], [-1.507, 5.949, 2.652], [-2.426, 5.823, 1.622], [-2.766, 4.568, 1.144], [-3.732, 0.808, 2.576], [-4.791, 1.480, 3.178], [-5.499, 0.897, 4.216], [-5.150, -0.368, 4.664], [-4.092, -1.042, 4.074], [-3.388, -0.456, 3.034], [-2.342, 2.708, -1.668], [-3.730, 2.985, -3.672], [-6.099, 2.269, -3.655], [-7.062, 1.258, -1.615], [-5.677, 0.987, 0.396], [-0.842, 2.679, 3.160], [-0.218, 4.896, 4.005], [-1.241, 6.930, 3.031], [-2.878, 6.706, 1.186], [-3.476, 4.484, 0.330], [-5.063, 2.475, 2.840], [-6.322, 1.430, 4.677], [-5.705, -0.829, 5.472], [-3.812, -2.030, 4.415], [-2.564, -1.000, 2.576], [2.381, 0.821, 1.666], [1.339, -0.676, 1.483], [2.631, -1.953, 1.360], [0.653, -0.912, 3.157], [0.161, 0.190, 3.857], [-0.441, 0.039, 5.093], [-0.561, -1.225, 5.650], [-0.081, -2.328, 4.961], [0.520, -2.177, 3.724], [1.771, 1.722, 1.688], [3.008, 0.876, 0.774], [3.006, 0.767, 2.560], [3.355, -1.855, 2.169], [3.109, -1.835, 0.387], [2.187, -2.948, 1.365], [0.244, 1.175, 3.417], [-0.826, 0.906, 5.614], [-1.040, -1.352, 6.613], [-0.184, -3.322, 5.380], [0.854, -3.054, 3.188]],
  "gap_ev": [1.80, 3.75],
  "relative_energy_kj_mol": 99.8,
  "lumo_energy_ev": [3.4248, 3.4247],
  "multiplicity": 2,
  "charge": -2
}



Record 4
{
  "formula": "C3F6O2S",
  "method": "ωB97M-V/def2-TZVPD",
  "species": ["O", "C", "F", "C", "C", "F", "F", "F", "S", "O", "F", "F"],
  "xyz": [[-0.061, 2.492, 0.037], [-0.702, 1.550, 0.249], [-2.144, 1.606, 0.349], [-0.394, 0.211, 0.588], [-0.877, -1.047, -0.025], [0.014, -1.998, 0.392], [-2.059, -1.417, 0.513], [-0.976, -1.252, -1.365], [1.631, -0.232, -0.038], [1.524, -0.431, -1.455], [3.009, -1.134, 0.440], [2.492, 1.083, 0.221]],
  "gap_ev": [7.31, 7.31],
  "relative_energy_kj_mol": 179.7,
  "lumo_energy_ev": [-3.6674, -3.6680],
  "smiles": "O=C(F)C(C(F)(F)F)=S(=O)(F)F"
}



Record 5
{
  "formula": "C29H24BrCl5IrN2OPSSe2",
  "method": "ωB97M-V/def2-TZVPD",
  "species": ["Ir", "Se", "P", "Se", "C", "C", "C", "C", "C", "C", "C", "C", "C", "C", "C", "C", "H", "H", "H", "H", "H", "H", "H", "H", "H", "H", "Cl", "C", "C", "C", "Cl", "C", "Cl", "C", "Cl", "C", "Cl", "C", "C", "C", "N", "C", "S", "N", "C", "O", "C", "C", "C", "C", "C", "C", "H", "H", "H", "H", "H", "H", "H", "H", "H", "H", "H", "H", "H", "H", "Br"],
  "xyz": [[0.156, 0.116, -0.456], [2.378, 0.793, 0.443], [1.516, 2.726, 0.917], [-0.544, 2.063, 0.847], [1.904, 3.456, 2.512], [2.931, 4.396, 2.608], [3.274, 4.915, 3.845], [2.590, 4.503, 4.981], [1.571, 3.567, 4.885], [1.231, 3.032, 3.652], [1.836, 4.011, -0.302], [1.155, 5.225, -0.195], [1.327, 6.193, -1.167], [2.185, 5.959, -2.238], [2.872, 4.761, -2.335], [2.692, 3.778, -1.370], [3.450, 4.729, 1.717], [4.071, 5.644, 3.923], [2.855, 4.914, 5.947], [1.042, 3.246, 5.773], [0.453, 2.282, 3.569], [0.483, 5.403, 0.637], [0.790, 7.129, -1.096], [2.311, 6.715, -3.002], [3.537, 4.580, -3.170], [3.207, 2.827, -1.447], [2.302, -0.927, -2.401], [1.608, 0.583, -2.942], [0.529, 1.079, -2.211], [-0.159, 2.134, -2.826], [-1.733, 2.591, -2.273], [0.338, 2.784, -3.957], [-0.478, 4.151, -4.611], [1.503, 2.330, -4.569], [2.154, 3.154, -5.934], [2.125, 1.187, -4.080], [3.517, 0.549, -4.868], [-3.960, -2.921, 2.005], [-4.061, -2.012, 0.789], [-3.866, -2.754, -0.525], [-2.530, -3.350, -0.666], [-1.451, -2.702, -1.044], [-1.535, -1.083, -1.647], [-0.258, -3.343, -1.154], [0.085, -4.709, -1.055], [0.994, -5.115, -1.733], [-0.671, -5.577, -0.115], [-0.931, -6.893, -0.492], [-1.585, -7.739, 0.386], [-1.953, -7.281, 1.646], [-1.672, -5.977, 2.028], [-1.036, -5.115, 1.147], [-4.141, -2.360, 2.921], [-2.959, -3.349, 2.086], [-4.687, -3.737, 1.956], [-3.319, -1.215, 0.858], [-5.046, -1.539, 0.747], [-4.029, -2.094, -1.373], [-4.570, -3.584, -0.603], [-2.426, -4.316, -0.388], [0.441, -2.809, -1.656], [-0.612, -7.235, -1.468], [-1.801, -8.758, 0.094], [-2.457, -7.947, 2.334], [-1.945, -5.627, 3.015], [-0.813, -4.092, 1.434], [-0.185, -1.343, 1.666]],
  "gap_ev": 6.98,
  "relative_energy_kj_mol": 0.0,
  "lumo_energy_ev": -0.9058
}



Record 6
{
  "formula": "C9H14",
  "method": "ωB97M-V/def2-TZVPD",
  "species": ["C", "C", "C", "C", "C", "C", "C", "H", "H", "H", "H", "H", "H", "H", "H", "C", "C", "H", "H", "H", "H", "H", "H"],
  "xyz": [[2.409, 1.283, -2.234], [1.802, 0.570, -1.051], [1.316, 1.404, -0.024], [0.919, 0.850, 1.170], [0.969, -0.541, 1.365], [1.206, -1.340, 0.279], [1.682, -0.791, -0.923], [3.329, 0.841, -2.601], [2.666, 2.301, -1.938], [1.784, 1.337, -3.132], [1.184, 2.458, -0.233], [0.675, 1.444, 2.044], [0.677, -0.835, 2.362], [1.330, -2.415, 0.364], [1.988, -1.502, -1.679], [-2.293, -0.628, 0.453], [-3.701, -0.652, 1.098], [-2.098, -1.570, -0.049], [-2.205, 0.236, -0.209], [-1.529, -0.476, 1.206], [-4.442, -0.301, 0.385], [-3.963, -1.671, 1.375], [-3.705, -0.002, 1.971]],
  "gap_ev": 10.03,
  "relative_energy_kj_mol": 52.7,
  "lumo_energy_ev": 1.0238,
  "smiles": "Cc1ccccc1.CC"
}



Question: What is the formula in the first record?
Answer: C2H5NO



Please write out number 6 again, unchanged.
{
  "formula": "C9H14",
  "method": "ωB97M-V/def2-TZVPD",
  "species": ["C", "C", "C", "C", "C", "C", "C", "H", "H", "H", "H", "H", "H", "H", "H", "C", "C", "H", "H", "H", "H", "H", "H"],
  "xyz": [[2.409, 1.283, -2.234], [1.802, 0.570, -1.051], [1.316, 1.404, -0.024], [0.919, 0.850, 1.170], [0.969, -0.541, 1.365], [1.206, -1.340, 0.279], [1.682, -0.791, -0.923], [3.329, 0.841, -2.601], [2.666, 2.301, -1.938], [1.784, 1.337, -3.132], [1.184, 2.458, -0.233], [0.675, 1.444, 2.044], [0.677, -0.835, 2.362], [1.330, -2.415, 0.364], [1.988, -1.502, -1.679], [-2.293, -0.628, 0.453], [-3.701, -0.652, 1.098], [-2.098, -1.570, -0.049], [-2.205, 0.236, -0.209], [-1.529, -0.476, 1.206], [-4.442, -0.301, 0.385], [-3.963, -1.671, 1.375], [-3.705, -0.002, 1.971]],
  "gap_ev": 10.03,
  "relative_energy_kj_mol": 52.7,
  "lumo_energy_ev": 1.0238,
  "smiles": "Cc1ccccc1.CC"
}